Entry 1:
{
  "formula": "C39H30BiN8O2S4",
  "method": "ωB97M-V/def2-TZVPD",
  "species": ["Bi", "N", "C", "C", "C", "C", "C", "C", "C", "C", "C", "C", "C", "C", "N", "C", "C", "C", "C", "N", "H", "H", "H", "H", "H", "H", "H", "H", "H", "H", "C", "O", "C", "C", "C", "C", "C", "C", "C", "N", "C", "C", "N", "C", "C", "C", "C", "N", "C", "C", "N", "C", "C", "C", "C", "H", "H", "H", "H", "H", "H", "H", "H", "H", "H", "H", "H", "H", "H", "S", "S", "S", "S", "N", "C", "O", "C", "C", "H", "H", "H", "H", "H", "H"],
  "positions_angstrom": [[0.362, -0.298, -0.762], [-7.311, -6.911, -3.672], [-6.479, -6.168, -3.391], [-5.432, -5.235, -3.038], [-5.339, -4.741, -1.740], [-4.324, -3.862, -1.406], [-3.375, -3.450, -2.348], [-3.491, -3.951, -3.649], [-4.502, -4.829, -3.993], [-2.299, -2.501, -1.975], [-2.700, -1.298, -1.390], [-4.035, -0.778, -1.342], [-3.975, 0.478, -0.787], [-2.619, 0.735, -0.480], [-1.865, -0.321, -0.825], [-0.953, -2.857, -2.339], [-0.511, -4.037, -2.964], [0.863, -3.894, -3.216], [1.224, -2.650, -2.722], [0.143, -2.029, -2.181], [-6.062, -5.055, -0.996], [-4.245, -3.493, -0.391], [-2.793, -3.611, -4.402], [-4.585, -5.199, -5.006], [-4.910, -1.262, -1.747], [-4.797, 1.160, -0.617], [-2.184, 1.586, 0.032], [-1.115, -4.905, -3.182], [1.519, -4.606, -3.698], [2.200, -2.183, -2.692], [2.342, 7.646, 11.818], [1.064, 7.223, 11.374], [1.022, 6.510, 10.220], [2.146, 6.139, 9.492], [1.994, 5.404, 8.322], [0.740, 5.029, 7.864], [-0.377, 5.417, 8.605], [-0.243, 6.146, 9.770], [0.636, 4.222, 6.635], [1.626, 3.961, 5.822], [1.091, 3.140, 4.851], [-0.230, 2.903, 5.087], [-0.517, 3.603, 6.237], [-1.045, 2.055, 4.268], [-2.423, 1.868, 4.427], [-3.087, 1.009, 3.589], [-2.348, 0.336, 2.610], [-1.055, 0.518, 2.427], [-0.397, 1.375, 3.223], [1.035, 1.612, 2.954], [1.603, 0.951, 1.930], [2.847, 1.245, 1.601], [3.613, 2.207, 2.271], [3.067, 2.840, 3.354], [1.753, 2.538, 3.724], [2.174, 8.231, 12.717], [2.839, 8.268, 11.071], [2.983, 6.794, 12.058], [3.139, 6.406, 9.823], [2.862, 5.106, 7.746], [-1.377, 5.165, 8.268], [-1.108, 6.451, 10.346], [-1.398, 3.623, 6.714], [-2.960, 2.407, 5.202], [-4.155, 0.859, 3.666], [-2.834, -0.371, 1.941], [3.265, 0.689, 0.766], [4.612, 2.442, 1.925], [3.615, 3.581, 3.924], [0.365, 2.689, -0.213], [-0.552, 3.663, -1.764], [-1.895, 2.368, -2.683], [-0.868, 0.875, -3.493], [3.625, -3.189, 1.009], [2.601, -2.525, 0.411], [2.815, -1.522, -0.268], [1.213, -3.078, 0.608], [0.196, -1.960, 0.827], [4.561, -2.842, 0.894], [3.463, -4.005, 1.566], [1.228, -3.794, 1.436], [0.968, -3.637, -0.303], [0.328, -1.485, 1.796], [-0.820, -2.363, 0.755]],
  "forces_ev_per_a": [[0.56, 0.24, 0.08], [0.03, 0.02, 0.02], [0.21, 0.21, 0.07], [-0.15, -0.17, -0.03], [-0.07, -0.02, 0.09], [0.10, -0.03, 0.05], [-0.13, -0.07, -0.04], [-0.01, 0.13, -0.04], [0.01, -0.02, -0.09], [0.12, 0.42, 0.16], [0.30, -0.18, -0.13], [-0.13, 0.33, 0.10], [-0.33, -0.28, -0.08], [0.54, -0.21, -0.20], [-0.48, 0.19, 0.10], [0.25, -0.07, 0.06], [0.08, -0.12, 0.04], [-0.19, -0.13, -0.01], [-0.39, 0.25, 0.21], [-0.02, -0.45, -0.47], [0.05, 0.02, -0.02], [-0.01, 0.01, -0.02], [0.02, -0.04, 0.01], [0.02, 0.02, 0.00], [0.04, -0.01, 0.04], [0.09, -0.05, -0.08], [-0.03, -0.18, -0.07], [0.03, 0.07, -0.07], [-0.07, 0.04, 0.03], [-0.12, -0.03, -0.01], [-0.09, -0.01, 0.01], [0.14, 0.15, 0.17], [0.04, -0.06, -0.08], [0.04, -0.06, -0.12], [0.14, 0.03, 0.03], [-0.09, -0.13, -0.16], [-0.09, 0.01, -0.01], [-0.10, -0.02, -0.03], [-0.06, 0.01, 0.19], [0.08, -0.02, -0.20], [0.40, 0.04, -0.09], [-0.26, -0.03, 0.09], [-0.20, 0.06, 0.02], [-0.01, 0.11, 0.14], [0.01, 0.06, 0.11], [-0.03, -0.03, -0.03], [0.14, -0.02, 0.02], [-0.04, 0.04, -0.02], [0.15, -0.15, -0.19], [-0.12, -0.04, -0.14], [0.11, -0.01, -0.03], [-0.10, -0.10, 0.04], [0.07, -0.04, -0.07], [-0.01, 0.08, 0.12], [0.05, 0.05, 0.11], [-0.03, 0.02, 0.04], [-0.01, 0.02, -0.02], [0.00, -0.03, 0.00], [-0.04, -0.02, -0.04], [-0.03, 0.01, 0.04], [0.04, 0.01, 0.02], [0.05, -0.02, -0.04], [-0.04, 0.01, 0.05], [0.01, -0.02, -0.03], [0.02, -0.03, 0.02], [0.04, 0.07, 0.04], [-0.06, 0.07, 0.03], [-0.03, -0.05, 0.02], [-0.01, -0.02, -0.02], [-0.14, 0.12, 0.32], [-0.30, 0.23, -0.25], [0.04, 0.24, 0.15], [0.07, -0.27, -0.14], [-0.07, 0.07, -0.07], [0.06, 0.18, -0.12], [0.09, -0.24, 0.22], [-0.05, 0.08, 0.04], [-0.14, -0.22, 0.06], [-0.01, 0.00, -0.04], [-0.03, -0.01, 0.02], [-0.02, -0.07, 0.02], [0.04, 0.00, 0.02], [-0.01, 0.00, 0.02], [0.10, 0.05, 0.06]],
  "mulliken_charge": [1.0202, -0.5790, -0.0378, 0.5767, -0.9165, -0.0669, -0.8759, -0.5126, -0.8502, 1.4504, 0.1002, -0.8322, -1.4685, -0.8576, 0.5670, 0.0078, -0.4278, -1.1699, -0.7125, 0.1087, 0.4309, 0.4885, 0.6718, 0.4269, 0.5859, 0.4994, 0.7452, 0.5953, 0.4193, 0.5289, -0.8522, -0.4687, 1.0305, -0.4013, -0.8300, 0.1398, -0.4947, -0.6675, 0.2675, -0.7938, 0.7209, 0.3176, -0.0899, 0.7524, -0.7221, -1.2274, -0.1820, 0.1579, -0.1562, -0.5639, 0.2356, -0.0858, -1.0906, -0.5944, 0.3567, 0.2387, 0.3473, 0.3403, 0.3705, 0.4452, 0.2655, 0.4052, 0.1839, 0.3503, 0.4370, 0.4888, 0.4126, 0.4114, 0.5119, -0.3318, -0.1607, -0.0559, -0.2317, -0.4085, 0.3839, -0.6007, -0.5142, -1.3777, 0.2536, 0.1869, 0.6152, 0.1952, 0.6685, 0.4953],
  "charge": -1,
  "total_energy_ha": -3900.21079,
  "homo_lumo_gap_ev": [5.019, 4.337]
}

***

Entry 2:
{
  "formula": "C31H31IMoN5O5Se",
  "method": "ωB97M-V/def2-TZVPD",
  "species": ["Mo", "O", "C", "C", "C", "C", "C", "C", "C", "C", "N", "H", "H", "H", "H", "H", "H", "H", "H", "H", "H", "H", "O", "C", "O", "C", "C", "C", "N", "C", "C", "C", "O", "O", "H", "H", "H", "I", "C", "N", "C", "Se", "N", "C", "C", "C", "C", "C", "C", "H", "H", "H", "H", "H", "H", "H", "H", "C", "C", "C", "C", "C", "C", "C", "C", "N", "H", "H", "H", "H", "H", "H", "H", "H", "H"],
  "positions_angstrom": [[0.178, 0.292, -0.325], [3.814, -0.878, 0.121], [3.868, 0.136, 1.108], [4.522, 1.368, 0.511], [3.763, 1.953, -0.686], [2.555, 2.791, -0.369], [2.685, 4.128, -0.017], [1.569, 4.924, 0.172], [0.310, 4.380, -0.020], [0.260, 3.043, -0.360], [1.333, 2.255, -0.517], [2.967, -1.343, 0.218], [4.465, -0.199, 1.965], [2.871, 0.374, 1.484], [5.518, 1.080, 0.163], [4.656, 2.126, 1.290], [3.456, 1.130, -1.334], [4.446, 2.586, -1.258], [3.678, 4.545, 0.090], [1.690, 5.965, 0.447], [-0.605, 4.937, 0.113], [-0.720, 2.595, -0.524], [-5.762, -3.247, 0.925], [-4.635, -3.678, 1.257], [-4.303, -4.694, 1.882], [-3.458, -2.773, 0.803], [-3.711, -1.712, -0.054], [-2.698, -0.840, -0.391], [-1.454, -1.025, 0.060], [-1.167, -2.104, 0.811], [-2.145, -2.982, 1.225], [0.313, -2.291, 1.043], [0.768, -3.195, 1.693], [1.041, -1.397, 0.386], [-4.715, -1.574, -0.430], [-2.862, 0.026, -1.016], [-1.904, -3.835, 1.844], [0.247, 1.190, 2.531], [-6.481, 0.801, 0.948], [-5.229, 0.822, 1.674], [-4.185, 1.650, 1.450], [-3.981, 2.930, 0.129], [-3.243, 1.359, 2.370], [-3.647, 0.288, 3.156], [-3.008, -0.421, 4.162], [-3.709, -1.481, 4.713], [-4.996, -1.815, 4.277], [-5.633, -1.099, 3.278], [-4.927, -0.041, 2.728], [-6.368, 1.422, 0.063], [-7.283, 1.200, 1.571], [-6.710, -0.229, 0.671], [-2.285, 1.694, 2.311], [-2.000, -0.176, 4.465], [-3.240, -2.083, 5.480], [-5.492, -2.678, 4.700], [-6.591, -1.409, 2.889], [-0.799, 2.387, -3.749], [-0.461, 1.032, -4.298], [-0.578, 0.754, -5.652], [-0.303, -0.510, -6.152], [0.102, -1.519, -5.290], [0.247, -1.280, -3.932], [0.671, -2.363, -2.982], [-0.040, 0.007, -3.434], [0.053, 0.215, -2.079], [-1.141, 3.051, -4.543], [0.064, 2.848, -3.267], [-1.590, 2.311, -2.998], [-0.904, 1.542, -6.322], [-0.408, -0.710, -7.211], [0.317, -2.509, -5.676], [1.049, -3.230, -3.524], [-0.170, -2.688, -2.363], [1.441, -2.009, -2.297]],
  "forces_ev_per_a": [[0.59, -0.36, -1.27], [-0.07, -0.03, -0.04], [0.00, 0.01, 0.02], [0.05, 0.06, -0.01], [-0.06, -0.09, 0.00], [-0.08, -0.31, -0.15], [0.09, 0.14, 0.01], [0.01, 0.05, 0.02], [0.31, -0.16, 0.01], [-0.30, 0.55, -0.12], [-0.29, 0.22, 0.39], [0.02, 0.03, 0.06], [-0.02, -0.02, 0.01], [-0.04, -0.01, 0.00], [0.01, 0.03, 0.02], [-0.01, 0.00, 0.00], [0.00, -0.01, 0.00], [-0.01, -0.01, -0.03], [0.01, -0.03, 0.00], [-0.02, -0.01, 0.02], [-0.02, 0.00, -0.03], [0.03, 0.05, 0.02], [0.09, 0.00, 0.08], [-0.08, -0.02, -0.11], [0.01, 0.03, 0.07], [-0.07, -0.02, 0.06], [-0.03, 0.15, 0.01], [-0.05, -0.01, 0.11], [-0.02, -0.10, 0.01], [-0.07, 0.04, -0.02], [0.00, -0.02, -0.04], [0.13, 0.07, -0.06], [-0.03, -0.05, 0.03], [0.23, -0.28, 0.60], [-0.05, 0.01, 0.05], [-0.01, 0.07, -0.01], [0.00, 0.01, 0.01], [-0.03, -0.07, -0.13], [0.09, -0.05, -0.01], [-0.10, 0.04, 0.02], [0.21, 0.14, -0.08], [-0.04, -0.12, 0.00], [0.01, -0.22, -0.07], [0.03, 0.04, 0.04], [-0.01, 0.00, -0.04], [-0.02, 0.00, 0.01], [-0.02, -0.03, 0.02], [0.05, -0.02, -0.09], [0.03, -0.06, 0.00], [0.00, -0.02, -0.02], [0.00, -0.01, 0.00], [0.00, 0.02, -0.03], [-0.08, 0.09, 0.04], [0.00, 0.00, 0.01], [0.00, 0.00, -0.01], [0.02, 0.00, -0.02], [-0.03, -0.01, 0.01], [-0.02, 0.02, 0.01], [-0.02, 0.04, 0.09], [-0.01, 0.02, -0.03], [0.01, 0.00, 0.04], [0.04, -0.01, -0.05], [0.01, 0.02, 0.08], [0.01, 0.01, -0.03], [0.19, -0.36, -0.16], [-0.63, 0.58, 0.65], [-0.01, -0.02, 0.00], [0.01, -0.01, 0.04], [0.03, 0.02, 0.02], [0.00, -0.01, 0.00], [0.00, 0.00, 0.01], [-0.01, 0.01, 0.00], [-0.02, 0.00, 0.00], [0.01, 0.02, 0.00], [0.02, -0.02, -0.01]],
  "mulliken_charge": [0.8874, -0.6285, 0.1048, -0.6996, -1.1475, 0.3734, -0.3865, -0.4630, -1.0395, -0.2046, 0.3653, 0.3743, 0.3103, -0.2185, 0.3872, 0.3565, 0.1796, 0.4861, 0.4760, 0.3952, 0.5259, 0.5911, -0.7315, 0.3959, -0.7446, 0.4726, -0.7324, -0.8499, 0.7669, 0.3682, -0.7446, -0.0832, -0.6887, 0.1665, 0.5212, 0.5101, 0.5868, -0.6416, -1.0516, 0.3186, -0.2656, -0.3440, 0.2334, 0.3692, -0.7585, -0.5745, -0.5285, -0.6121, 0.7919, 0.2459, 0.3502, 0.3694, -0.0895, 0.3656, 0.3841, 0.3723, 0.2840, -0.9797, 0.7621, -0.8795, -0.7091, -0.8493, 1.0899, -1.0700, -0.2143, -0.1746, 0.4020, 0.1376, 0.1887, 0.3640, 0.3843, 0.3923, 0.4322, 0.1348, 0.1315],
  "charge": -1,
  "spin_multiplicity": 3,
  "total_energy_ha": -4617.44981,
  "homo_lumo_gap_ev": [6.347, 7.078]
}